No. 1
DFT (ωB97M-V/def2-TZVPD) results for a molecular structure, C14H18N4O4S at a distorted geometry.

Each line ends with the natural charge from an NBO analysis.
Positions of all 41 atoms, in Å:
C (-1.659, 3.396, 2.521)  -0.670
C (-0.399, 3.963, 2.825)  -0.299
C (0.866, 3.238, 2.123)  -0.409
C (0.980, 1.875, 2.699)  -0.436
H (1.895, 1.780, 2.853)  0.203
H (0.526, 1.776, 3.799)  0.194
C (0.456, 0.860, 1.952)  -0.403
C (1.165, 1.038, 0.319)  0.704
O (0.735, 1.500, -0.672)  -0.603
N (2.403, 0.446, 0.476)  -0.447
N (3.431, 0.318, -0.745)  -0.427
C (2.889, 0.016, -1.944)  0.094
S (3.429, 0.357, -3.217)  0.125
N (1.750, -0.969, -2.021)  -0.611
C (1.006, -1.623, -1.133)  0.655
O (1.510, -1.922, 0.203)  -0.717
C (-0.310, -2.402, -1.469)  -0.113
C (-1.247, -2.519, -0.595)  -0.144
C (-2.415, -3.145, -1.263)  -0.153
C (-2.427, -3.637, -2.346)  0.019
C (-1.466, -3.375, -3.331)  -0.154
C (-0.097, -2.895, -2.777)  -0.207
H (0.664, -2.861, -3.589)  0.255
H (-1.426, -3.945, -4.178)  0.216
N (-3.693, -4.067, -3.107)  0.487
O (-3.811, -4.680, -4.043)  -0.181
O (-4.809, -4.244, -1.951)  -0.556
H (-3.171, -3.232, -0.578)  0.271
H (-1.095, -2.140, 0.442)  0.277
H (1.294, -0.995, -2.878)  0.407
H (4.094, 0.961, -0.840)  0.388
H (2.641, -0.069, 1.170)  0.389
H (-0.569, 1.067, 1.512)  0.204
H (0.439, -0.075, 2.198)  0.215
H (1.748, 3.939, 2.595)  0.199
H (0.944, 3.297, 1.069)  0.222
H (-0.345, 5.211, 2.455)  0.195
H (-0.112, 3.867, 4.148)  0.180
H (-1.755, 2.491, 2.903)  0.202
H (-2.276, 4.123, 2.896)  0.220
H (-1.786, 3.275, 1.518)  0.208

2S+1: 1
Total charge: 0
E (eV): -39777.285
Orbital gap (eV): 7.796

***

No. 2
DFT (ωB97M-V/def2-TZVPD) results for 2 unconnected molecules or ions with the total composition CHO3S at a distorted geometry.

Each line ends with the natural charge from an NBO analysis.
Positions of all 6 atoms, in Å:
C (-0.301, -1.244, -0.470)  0.955
O (0.605, -1.975, -0.358)  -0.601
O (-1.370, -0.917, -0.820)  -0.612
O (1.445, 1.855, 0.833)  -1.084
S (0.270, 0.846, 0.832)  0.339
H (-0.649, 1.436, -0.017)  0.003

2S+1: 1
Total charge: -1
E (eV): -18031.527
Orbital gap (eV): 6.174

***

No. 3
DFT (ωB97M-V/def2-TZVPD) results for C5H6O in the gas phase at a distorted geometry.

Each line ends with the natural charge from an NBO analysis.
Positions of all 12 atoms, in Å:
C (2.563, -0.545, 0.082)  -0.193
C (1.392, -0.268, 0.146)  -0.031
C (0.098, 0.268, 0.033)  0.161
O (0.045, 1.650, 0.074)  -0.730
C (-0.989, -0.367, -0.856)  -0.414
C (-1.108, -0.398, 0.595)  -0.420
H (3.577, -0.676, 0.269)  0.227
H (-0.787, 2.201, 0.234)  0.497
H (-0.622, -1.270, -1.514)  0.238
H (-1.592, 0.433, -1.332)  0.224
H (-1.735, 0.277, 1.149)  0.218
H (-0.842, -1.306, 1.121)  0.225

2S+1: 1
Total charge: 0
E (eV): -7325.815
Orbital gap (eV): 9.653

***

No. 4
DFT (ωB97M-V/def2-TZVPD) results for 7 unconnected molecules or ions with the total composition ClH12O6 at a distorted geometry.

Each line ends with the Mulliken spin population.
Positions of all 19 atoms, in Å:
Cl (0.230, -0.367, 0.243)  0.153
O (-1.858, 2.370, 0.258)  0.336
H (-2.379, 1.775, -0.282)  -0.161
H (-1.290, 1.794, 0.769)  0.019
O (-2.764, -1.148, 0.225)  0.216
H (-3.009, -0.432, -0.361)  -0.168
H (-1.810, -1.092, 0.285)  0.000
O (3.520, 0.301, 0.141)  0.266
H (3.713, 0.470, -0.782)  -0.165
H (2.565, 0.329, 0.195)  -0.006
O (0.364, -0.216, 3.603)  0.122
H (-0.215, -0.975, 3.678)  -0.025
H (0.700, -0.258, 2.708)  -0.038
O (0.903, 2.253, -1.940)  0.591
H (1.135, 1.856, -2.779)  -0.511
H (0.365, 1.593, -1.503)  0.204
O (-0.030, -3.128, -1.386)  0.333
H (0.308, -2.371, -0.908)  -0.010
H (-0.447, -2.755, -2.163)  -0.157

<S²>: 0.7504
2S+1: 2
Total charge: -2
E (eV): -25002.200
Orbital gap (alpha / beta) (eV): 2.259 / 9.103

***

No. 5
DFT (ωB97M-V/def2-TZVPD) results for 2 unconnected molecules or ions with the total composition Cl2HOP at a distorted geometry.

Each line ends with the natural charge from an NBO analysis.
Positions of all 5 atoms, in Å:
O (-3.362, 1.240, -0.329)  -0.976
P (-3.066, 0.035, 0.432)  1.296
Cl (-4.460, -1.334, 0.097)  -0.321
Cl (0.397, -0.749, -0.473)  -0.284
H (1.359, -1.659, -0.441)  0.284

2S+1: 1
Total charge: 0
E (eV): -36398.274
Orbital gap (eV): 9.855

***

No. 6
DFT (ωB97M-V/def2-TZVPD) results for 2 unconnected molecules or ions with the total composition C3H10N3S at a distorted geometry.

Each line ends with the natural charge from an NBO analysis.
Positions of all 17 atoms, in Å:
C (-1.303, -0.029, -0.605)  -0.299
C (3.130, 2.847, 0.794)  -0.364
C (-0.448, -1.041, 0.197)  0.557
N (-1.065, -2.226, 0.310)  -0.702
N (0.811, -0.803, 0.513)  -0.743
N (-2.305, -0.666, -1.370)  -0.825
S (2.013, 1.959, 0.060)  0.037
H (-1.854, 0.580, 0.158)  0.232
H (-0.594, 0.724, -1.008)  0.243
H (3.733, 2.369, 1.462)  0.186
H (3.493, 3.884, 0.579)  0.227
H (-1.970, -2.252, -0.008)  0.423
H (-0.631, -3.035, 0.587)  0.410
H (1.130, 0.186, 0.502)  0.416
H (1.371, -1.541, 1.034)  0.430
H (-3.122, -0.604, -0.909)  0.370
H (-2.390, -0.352, -2.296)  0.401

2S+1: 1
Total charge: +1
E (eV): -18571.187
Orbital gap (alpha / beta) (eV): 8.701 / 8.700